Entry from OMol25: a cluster of 4 separate species, C48H68BBrN4O3 in total in a non-equilibrium geometry (the ωB97M-V functional and the def2-TZVPD basis).

Summary:
Electronic energy, eV: -133692.3377
Orbital gap, eV: 7.147
Structure (SMILES): CCCCCCCCCCCCCCc1nc2c(Br)c(B(N)O)cc(CCCOC)c2nc1CC(=O)N(C)C.c1ccccc1.c1ccccc1.c1ccccc1
HOMO level, eV: -8.37

Structure (ORCA input):
```
! wB97M-V def2-TZVPD RIJCOSX def2/J DEFGRID3
* xyz 0 1
C 5.0692 0.2150 -0.0035
C 5.4469 0.7206 -1.5066
C 4.1418 1.3737 -2.1993
C 3.9817 2.9683 -1.8813
C 2.6745 3.2443 -0.9857
C 2.2062 4.7827 -0.9624
C 1.1854 5.1276 0.2521
C 0.2619 6.3621 -0.2832
C -1.0123 6.6533 0.6485
C -2.1096 5.4700 0.6607
C -3.0233 5.6778 1.9698
C -4.6023 5.7146 1.6906
C -5.1982 4.4016 0.9822
C -4.6869 3.0040 1.5930
C -4.2187 2.0081 0.3937
N -3.3476 2.6368 -0.5579
C -2.9728 1.6714 -1.5522
C -1.9695 2.1781 -2.6847
Br -1.3735 4.0691 -2.6133
C -1.4189 1.2812 -3.8191
B -0.3903 1.7880 -4.9733
N -0.4943 3.1472 -5.6500
O 0.6846 0.9351 -5.4581
C -1.8800 -0.2456 -3.9117
C -2.8500 -0.7307 -2.8060
C -3.3377 -2.2619 -2.8737
C -4.4210 -2.3915 -4.0798
C -5.2783 -1.0573 -4.3299
O -6.0233 -0.6527 -3.1454
C -6.4126 0.7500 -3.3072
C -3.4010 0.1929 -1.6234
N -4.2794 -0.4093 -0.6491
C -4.6909 0.5180 0.3805
C -5.6557 -0.1637 1.5220
C -4.8382 -1.3002 2.3079
O -4.9843 -2.4971 1.8839
N -3.9027 -1.0955 3.4384
C -2.7509 -2.0323 3.1313
C -3.2724 0.2653 3.4159
H 5.9840 -0.1623 0.5735
H 4.3292 -0.6522 -0.1536
H 4.4999 1.0558 0.5256
H 5.7944 -0.2193 -2.0774
H 6.3133 1.4761 -1.5135
H 3.1881 0.8321 -1.8322
H 4.2354 1.1674 -3.3334
H 3.9454 3.4898 -2.9159
H 4.9605 3.2996 -1.3843
H 2.9216 2.9286 0.0883
H 1.8491 2.5463 -1.3929
H 3.1331 5.4740 -0.9133
H 1.6808 4.9883 -1.9618
H 0.5350 4.2387 0.5574
H 1.8499 5.5041 1.1210
H -0.0303 6.2401 -1.3917
H 0.9486 7.2948 -0.2093
H -0.6395 6.7933 1.7342
H -1.5529 7.6245 0.3600
H -2.7673 5.4284 -0.2718
H -1.5691 4.4547 0.7688
H -2.8096 4.9069 2.8028
H -2.7402 6.7027 2.4320
H -5.1633 6.0271 2.6528
H -4.7802 6.5912 0.9503
H -5.0750 4.4976 -0.1572
H -6.3451 4.4327 1.1592
H -5.5346 2.5775 2.2234
H -3.7699 3.0867 2.2778
H 0.4763 3.4926 -5.7089
H -0.8573 2.9859 -6.6091
H 0.9881 0.3246 -4.7464
H -1.5040 -0.9440 -4.7498
H -2.4258 -2.9485 -3.0470
H -3.8375 -2.6241 -1.8948
H -3.9173 -2.6759 -5.0806
H -5.1561 -3.2103 -3.7620
H -6.0845 -1.3346 -5.1201
H -4.6596 -0.2131 -4.7991
H -7.0782 1.0782 -2.4390
H -7.0136 0.8056 -4.2953
H -5.4788 1.4087 -3.3763
H -6.1797 0.5984 2.1846
H -6.4893 -0.6885 0.9137
H -2.3995 -1.9179 2.0357
H -1.8677 -1.7231 3.7973
H -3.0070 -3.1230 3.3964
H -4.0261 1.1310 3.4669
H -2.4602 0.3708 4.2327
H -2.7161 0.4020 2.4047
C 9.8883 -1.6314 2.9009
C 9.7120 -2.9823 2.6175
C 9.1853 -3.3738 1.3905
C 8.8305 -2.4134 0.4475
C 8.9982 -1.0621 0.7345
C 9.5284 -0.6707 1.9601
H 10.3051 -1.3268 3.8551
H 9.9863 -3.7311 3.3536
H 9.0511 -4.4274 1.1685
H 8.4222 -2.7183 -0.5102
H 8.7160 -0.3128 0.0016
H 9.6612 0.3828 2.1828
C -0.5994 -2.9890 -0.0207
C -0.1551 -4.0572 0.7515
C 1.2059 -4.2582 0.9571
C 2.1292 -3.3880 0.3818
C 1.6857 -2.3232 -0.3997
C 0.3212 -2.1272 -0.5972
H -1.6624 -2.8304 -0.1730
H -0.8761 -4.7349 1.1978
H 1.5476 -5.0898 1.5650
H 3.1915 -3.5394 0.5420
H 2.4030 -1.6467 -0.8540
H -0.0276 -1.2967 -1.2033
C 0.7301 -7.6199 3.7982
C 1.0279 -8.0650 5.0826
C 1.9675 -9.0742 5.2695
C 2.6067 -9.6419 4.1711
C 2.3022 -9.2032 2.8861
C 1.3653 -8.1914 2.6994
H 0.0022 -6.8283 3.6532
H 0.5278 -7.6243 5.9389
H 2.2020 -9.4187 6.2713
H 3.3411 -10.4269 4.3167
H 2.7961 -9.6497 2.0291
H 1.1295 -7.8477 1.6974
*
```

These are the Mulliken partial charges, in e, on atoms 1 to 2: -0.3834 -0.6348

---

Entry from OMol25: a structure of composition C48H68FO7Ti in a non-equilibrium geometry (the ωB97M-V functional and the def2-TZVPD basis).

Summary:
Electronic energy, eV: -91051.5660
Orbital gap (alpha / beta), eV: 7.649 / 8.560
HOMO level (alpha / beta), eV: -7.18 / -8.09

Structure (ORCA input):
```
! wB97M-V def2-TZVPD RIJCOSX def2/J DEFGRID3
* xyz 0 2
Ti 0.8948 0.6780 -2.4541
C -0.2976 -0.5140 0.3623
O -0.2552 -0.4502 -1.0758
C -1.1396 -1.3606 -1.6779
C -0.6806 -2.6425 -1.9933
C 0.7980 -2.9683 -2.0663
C 1.6703 -2.5656 -0.9043
C 1.7902 -3.3905 0.2010
C 2.6172 -3.0781 1.2787
C 3.3577 -1.9088 1.1811
C 3.2579 -1.0547 0.0897
C 4.0288 0.2490 0.0691
C 3.1958 1.3031 0.7655
C 3.2456 1.4160 2.1499
C 2.4284 2.2938 2.8511
C 1.5116 3.0423 2.1164
C 1.4338 2.9671 0.7354
C 0.3821 3.7451 -0.0233
C -0.9211 2.9739 0.0176
C -1.7454 3.1016 1.1314
C -2.9142 2.3731 1.2776
C -3.2558 1.5220 0.2286
C -2.4698 1.3809 -0.9025
C -2.9299 0.4549 -1.9978
C -2.4492 -0.9850 -1.9627
C -3.3370 -1.9701 -2.3884
C -2.9548 -3.2922 -2.5633
C -1.6011 -3.5868 -2.4160
C -3.9393 -4.3967 -2.9336
C -3.5431 -5.0102 -4.2848
C -3.8978 -5.4791 -1.8438
C -5.3765 -3.8812 -3.0418
C -1.2619 2.0924 -1.0123
O -0.4632 1.9221 -2.0849
C -3.8118 2.4703 2.5071
C -5.2104 2.9425 2.0822
C -3.9078 1.0843 3.1635
C -3.2710 3.4534 3.5472
C 2.2968 2.1030 0.0641
O 2.2857 2.0793 -1.3275
C 3.3435 2.8700 -1.8933
C 2.5002 2.4571 4.3653
C 3.6076 1.6067 4.9918
C 1.1571 2.0337 4.9796
C 2.7811 3.9298 4.7017
C 2.3789 -1.3542 -0.9554
O 2.2079 -0.5079 -1.9796
C 2.6703 -3.9976 2.4942
C 1.2734 -4.0628 3.1305
C 3.6532 -3.5000 3.5571
C 3.1063 -5.4057 2.0635
H -0.0487 -1.5187 0.7011
H -1.2873 -0.2331 0.7208
H 0.4430 0.1877 0.7456
H 1.1708 -2.4578 -2.9589
H 0.9027 -4.0419 -2.2285
H 1.2088 -4.3071 0.2091
H 4.0343 -1.6254 1.9780
H 4.2408 0.5263 -0.9619
H 4.9754 0.1237 0.5957
H 3.9511 0.7878 2.6774
H 0.8358 3.7169 2.6291
H 0.6930 3.8907 -1.0568
H 0.2399 4.7217 0.4409
H -1.4433 3.7999 1.9022
H -4.1705 0.9409 0.2783
H -2.6237 0.8556 -2.9657
H -4.0203 0.4475 -2.0005
H -4.3549 -1.6688 -2.5945
H -1.2402 -4.5818 -2.6496
H -2.5550 -5.4688 -4.2393
H -3.5269 -4.2416 -5.0592
H -4.2627 -5.7788 -4.5737
H -2.9026 -5.9167 -1.7591
H -4.6050 -6.2773 -2.0784
H -4.1642 -5.0525 -0.8750
H -5.4715 -3.1431 -3.8399
H -5.7061 -3.4333 -2.1028
H -6.0455 -4.7112 -3.2730
H -5.6645 2.2549 1.3687
H -5.1502 3.9265 1.6140
H -5.8668 3.0133 2.9523
H -4.3343 0.3492 2.4803
H -4.5379 1.1234 4.0549
H -2.9148 0.7394 3.4596
H -3.2016 4.4642 3.1411
H -2.2874 3.1449 3.9082
H -3.9466 3.4845 4.4035
H 4.2446 2.7820 -1.2856
H 3.0462 3.9212 -1.9304
H 3.5326 2.4985 -2.8949
H 3.4268 0.5408 4.8394
H 3.6405 1.7892 6.0668
H 4.5845 1.8628 4.5780
H 0.9361 0.9948 4.7264
H 0.3403 2.6540 4.6074
H 1.1886 2.1258 6.0671
H 3.7217 4.2494 4.2496
H 2.8549 4.0605 5.7831
H 1.9895 4.5826 4.3336
H 0.9489 -3.0652 3.4344
H 1.2850 -4.7028 4.0159
H 0.5364 -4.4642 2.4336
H 3.3628 -2.5177 3.9357
H 4.6691 -3.4441 3.1618
H 3.6599 -4.1935 4.3994
H 2.4045 -5.8424 1.3525
H 3.1635 -6.0649 2.9325
H 4.0901 -5.3690 1.5925
O -1.4863 1.7782 -4.9261
H -1.1504 0.9260 -5.2246
H -1.2294 1.8048 -3.9934
O 3.3546 0.5175 -4.2523
H 3.2779 -0.0141 -3.4461
H 2.5982 0.2633 -4.7954
F 0.3509 -0.2235 -3.9752
C 0.5105 4.4623 -4.9769
C 1.3821 3.2226 -5.0385
O 1.2917 2.4749 -3.8201
H 0.6727 5.0822 -5.8583
H 0.7465 5.0559 -4.0906
H -0.5393 4.1684 -4.9464
H 2.4326 3.4913 -5.1674
H 1.0775 2.5930 -5.8767
H 0.4804 2.7757 -3.3755
*
```

These are the Mulliken partial charges, in e, on atoms 1 to 2: -0.2992 -0.9376